ORCA calculation (ωB97M-V/def2-TZVPD) on 2 unconnected molecules or ions with the total composition C3H9O2.

Each atom is followed by the atoms it is bonded to, with distances in Å.
Geometry (Å):
1 C 0.1917 -0.6167 -0.6387  O2 1.435, C3 1.572, H5 1.031, H6 1.175
2 O -1.0188 -1.3804 -0.5318  C1 1.435
3 C 0.3686 0.5906 0.3529  C1 1.572, C4 1.577, H7 1.064, H8 1.077
4 C 1.3108 0.3894 1.6010  C3 1.577, H9 1.113, H10 1.113, H11 1.127
5 H 0.3380 -0.1537 -1.5487  C1 1.031
6 H 1.0906 -1.2494 -0.2230  C1 1.175
7 H -0.6435 0.7083 0.6600  C3 1.064
8 H 0.6712 1.4847 -0.1659  C3 1.077
9 H 1.1073 -0.6316 1.9932  C4 1.113
10 H 1.0452 1.0058 2.4884  C4 1.113
11 H 2.4006 0.6136 1.4243  C4 1.127
12 H -2.2309 0.4034 -2.1940  O14 0.914
13 H -1.9365 -0.8488 -1.3468  O14 1.065
14 O -2.6942 -0.3151 -1.8709  H12 0.914, H13 1.065

Output
* relative energy (zero: lowest compared OMol25 entry of this formula, charge and spin): 124.9 kJ/mol
* <S²>: 0.76
* HOMO level (alpha / beta): -10.7185 / -10.5569 eV
* charge: 0
* LUMO level (alpha / beta): 0.852 / -2.742 eV
* 2S+1: 2
* total energy: -7348.26801 eV
* Kohn-Sham gap (alpha / beta): 11.6 / 7.8 eV
* molar mass: 77.1 g/mol

Results of the natural (NBO) charge analysis, in e, for atoms 1 through 8:
1 C -0.137
2 O -0.293
3 C -0.408
4 C -0.633
5 H 0.179
6 H 0.241
7 H 0.225
8 H 0.211